1.
A structure of composition C47H40Cl5CrNO9S. Source: the OMol25 dataset; level of theory: ωB97M-V/def2-TZVPD.

```
104
Properties=species:S:1:pos:R:3
Cr -0.0547 -0.2833 -0.1522
C -3.5551 -4.3595 3.2356
C -2.3223 -3.6473 3.7655
C -1.9726 -4.0340 5.1871
O -2.5211 -2.2394 3.6992
C -1.6338 -1.6637 2.7437
C -1.0281 -2.8681 2.0153
O -1.2109 -3.9321 2.9425
C 0.4645 -2.7645 1.6343
O 0.6163 -1.8671 0.5941
C 0.9902 -4.1009 1.0850
C 0.1714 -5.1418 0.6685
C 0.7137 -6.2802 0.0810
C 2.0818 -6.3908 -0.1034
C 2.9085 -5.3472 0.2965
C 2.3640 -4.2170 0.8809
C 1.2790 -2.3533 2.8687
C 1.6975 -1.0388 3.0353
C 2.4029 -0.6514 4.1675
C 2.7042 -1.5796 5.1527
C 2.2911 -2.8968 4.9969
C 1.5848 -3.2779 3.8655
C -2.3726 -0.6434 1.8563
O -1.4485 -0.0958 0.9697
C -3.5302 -1.3118 1.1114
C -3.3800 -1.8107 -0.1763
C -4.4255 -2.4727 -0.8092
C -5.6444 -2.6318 -0.1673
C -5.8091 -2.1240 1.1142
C -4.7608 -1.4745 1.7457
C -2.8982 0.5484 2.6644
C -2.6978 0.7135 4.0262
C -3.1600 1.8573 4.6728
C -3.8202 2.8453 3.9638
C -4.0132 2.6921 2.5941
C -3.5532 1.5554 1.9562
H -4.4342 -4.0830 3.8191
H -3.4090 -5.4392 3.2953
H -3.7297 -4.0801 2.1964
H -2.8092 -3.8155 5.8513
H -1.0993 -3.4664 5.5075
H -1.7438 -5.0992 5.2394
H -0.8464 -1.1108 3.2629
H -1.5738 -3.0644 1.0871
H -0.8993 -5.0854 0.8075
H 0.0567 -7.0809 -0.2365
H 2.5028 -7.2792 -0.5577
H 3.9793 -5.4127 0.1468
H 3.0095 -3.3989 1.1780
H 1.4611 -0.3047 2.2758
H 2.7134 0.3804 4.2754
H 3.2588 -1.2812 6.0339
H 2.5259 -3.6331 5.7562
H 1.2646 -4.3054 3.7500
H -2.4389 -1.6891 -0.6997
H -4.2825 -2.8660 -1.8073
H -6.4593 -3.1452 -0.6624
H -6.7561 -2.2388 1.6273
H -4.8925 -1.0893 2.7485
H -2.1983 -0.0515 4.6044
H -2.9938 1.9715 5.7370
H -4.1790 3.7333 4.4693
H -4.5161 3.4638 2.0247
H -3.6833 1.4417 0.8863
Cl 5.3223 -1.2967 -4.8273
C 3.8137 -1.1683 -3.9955
C 3.7599 -0.6252 -2.7159
Cl 5.1934 -0.0534 -1.9441
C 2.5490 -0.5395 -2.0545
Cl 2.4327 0.1809 -0.4822
C 1.3381 -1.0098 -2.5999
O 0.2174 -0.9687 -1.9652
C 1.4223 -1.5316 -3.9103
Cl -0.0409 -2.0870 -4.6298
C 2.6302 -1.6075 -4.5865
Cl 2.6712 -2.2564 -6.1871
C -3.4150 -0.1780 -5.3830
C -3.1907 1.1893 -4.8021
C -2.7594 2.2423 -5.6051
C -2.4981 3.4885 -5.0647
C -2.6842 3.6827 -3.7029
C -3.1374 2.6577 -2.8851
C -3.3880 1.4159 -3.4427
S -2.2573 5.2335 -3.0057
O -2.5310 6.2906 -3.9399
O -2.8369 5.3047 -1.6886
N -0.6115 5.1006 -2.9529
C 0.0218 3.9244 -2.3209
C -0.1277 3.8219 -0.8049
C 0.0454 2.4061 -0.2876
O 0.7544 2.1832 0.6985
O -0.6102 1.4898 -0.9101
H -3.1869 -0.1978 -6.4482
H -4.4499 -0.4961 -5.2487
H -2.7773 -0.9096 -4.8861
H -2.6106 2.0759 -6.6655
H -2.1485 4.3070 -5.6794
H -3.2657 2.8312 -1.8259
H -3.7178 0.6038 -2.8062
H -0.2541 5.9814 -2.5923
H 1.0731 3.9726 -2.6065
H -0.3899 3.0298 -2.7840
H -1.1321 4.1454 -0.5234
H 0.5901 4.4551 -0.2836
```

Properties
Largest force on an atom in eV/A: 0.65
2S+1: 4
E_LUMO (alpha / beta) in eV: 2.1900 / 2.1886
Gap between HOMO and LUMO (alpha / beta) in eV: 8.068 / 8.214
Relative energy (zero: lowest compared OMol25 entry of this formula, charge and spin) in kJ/mol: 0.0
Net charge: -1
<S²>: 3.775



2.
A structure of composition C25H26AsGeOReS5. Source: the OMol25 dataset; level of theory: ωB97M-V/def2-TZVPD.

```
60
Properties=species:S:1:pos:R:3
Re -0.3294 -0.2104 0.2203
S -0.3516 -7.2246 -1.2778
C -0.3035 -5.6054 -1.1116
S -1.5879 -4.5385 -1.6161
C -0.8266 -3.0563 -1.0976
C 0.4172 -3.1718 -0.5582
S 1.3611 -1.7909 -0.0980
S 1.0575 -4.7796 -0.3927
S -1.6158 -1.5299 -1.2386
O 0.0896 0.4666 2.1062
As 1.2562 1.2527 3.0449
C 2.4193 2.1537 1.7997
C 3.0375 1.3567 0.8404
C 3.8208 1.9480 -0.1362
C 3.9875 3.3270 -0.1468
C 3.3864 4.1151 0.8245
C 2.5985 3.5308 1.8051
C 2.1872 -0.0475 4.1104
C 2.8955 0.3393 5.2445
C 3.6062 -0.6149 5.9536
C 3.6230 -1.9346 5.5244
C 2.9259 -2.3122 4.3847
C 2.1970 -1.3674 3.6806
C 0.2021 2.5178 4.0304
C -0.0112 2.4240 5.3984
C -0.9095 3.2916 6.0024
C -1.6001 4.2222 5.2403
C -1.3887 4.3067 3.8692
C -0.4843 3.4551 3.2600
H 2.9125 0.2795 0.8695
H 4.3118 1.3346 -0.8798
H 4.5948 3.7910 -0.9124
H 3.5332 5.1867 0.8243
H 2.1240 4.1374 2.5669
H 2.8984 1.3758 5.5614
H 4.1491 -0.3264 6.8435
H 4.1802 -2.6750 6.0825
H 2.9473 -3.3394 4.0466
H 1.6337 -1.6552 2.8060
H 0.5059 1.6776 5.9886
H -1.0771 3.2271 7.0689
H -2.3151 4.8778 5.7187
H -1.9352 5.0324 3.2818
H -0.3041 3.5008 2.1913
C -2.0244 4.1101 -0.6774
Ge -2.2091 2.1633 -0.9126
C -3.3218 1.8133 -2.4913
C -2.9921 1.3714 0.7401
C -0.3573 1.3824 -1.1407
H -3.0137 4.5682 -0.6573
H -1.4717 4.5369 -1.5141
H -1.5081 4.3667 0.2481
H -4.3327 2.1721 -2.2972
H -3.3693 0.7552 -2.7445
H -2.9218 2.3609 -3.3442
H -4.0246 1.7000 0.8570
H -2.4327 1.6870 1.6239
H -3.0056 0.2795 0.6923
H 0.3815 2.1383 -0.8495
H -0.1923 1.1089 -2.1816
```

Properties
Largest force on an atom in eV/A: 1.72
2S+1: 2
E_LUMO (alpha / beta) in eV: -4.6802 / -3.6451
Gap between HOMO and LUMO (alpha / beta) in eV: 5.496 / 6.497
Net charge: +1
<S²>: 1.032